## w
18
Properties=species:S:1:pos:R:3 method="wB97M-V/def2-TZVPD" molar_mass_g_mol=97.161 homo_energy_ev=-8.61 lumo_energy_ha=0.0300 total_charge=0
N 1.50 -0.55 -1.54
C 0.87 -0.20 -0.47
C -1.11 0.41 -0.63
C 0.88 1.23 0.13
C -0.92 -1.32 0.40
C -0.62 1.47 0.35
C 0.51 -1.29 0.68
H -1.60 -1.10 1.21
H -2.19 0.25 -0.64
H 1.05 -2.21 0.45
H -1.24 -2.02 -0.35
H -0.90 0.67 -1.67
H -0.94 2.49 0.11
H 2.08 -1.38 -1.41
H 1.52 1.32 1.00
H 1.25 1.88 -0.67
H -0.91 1.25 1.37
H 0.76 -0.90 1.67


## x
18
Properties=species:S:1:pos:R:3 method="wB97M-V/def2-TZVPD" molar_mass_g_mol=97.161 homo_energy_ev="-7.42 / -7.42" lumo_energy_ha="0.0015 / 0.0015" total_charge=0
N -2.22 0.04 0.93
C 0.38 -1.20 -0.58
C 0.20 -0.12 0.47
C -0.26 -2.53 -0.18
C -0.64 2.08 0.18
C -1.17 0.50 0.62
C 0.82 1.48 -0.02
H 1.20 1.28 -1.02
H -1.13 2.42 -0.74
H 0.18 -2.91 0.76
H 1.46 -1.34 -0.75
H 0.71 2.71 -0.24
H 0.67 -0.41 1.42
H -0.11 -3.28 -0.96
H -0.75 2.78 1.01
H -0.05 -0.85 -1.53
H 1.60 1.65 0.73
H -1.33 -2.39 -0.01


## y
18
Properties=species:S:1:pos:R:3 method="wB97M-V/def2-TZVPD" molar_mass_g_mol=97.161 homo_energy_ev=-7.60 smiles="C=C/C(N)=C/CC" lumo_energy_ha=0.0195 total_charge=0
N 1.13 -0.54 1.13
C -0.12 -0.26 0.46
C -0.44 1.03 0.04
C 1.74 1.12 -1.47
C -1.70 -2.13 0.44
C -1.33 -0.95 0.92
C 0.26 1.61 -1.27
H -0.48 1.55 -2.07
H -1.39 1.53 0.27
H 1.60 0.02 -1.51
H -1.11 -2.84 -0.18
H 1.95 1.46 -2.49
H 1.17 -0.77 2.14
H 1.89 -0.89 0.58
H -2.74 -2.49 0.62
H 2.50 1.37 -0.75
H -2.03 -0.45 1.56
H 0.41 2.66 -1.00


## z
18
Properties=species:S:1:pos:R:3 method="wB97M-V/def2-TZVPD" molar_mass_g_mol=97.161 homo_energy_ev=-8.05 smiles="C=CC(=C)N(C)C" lumo_energy_ha=0.0384 total_charge=0
N 0.86 0.07 0.17
C 1.40 -1.18 -0.39
C -2.19 0.07 -1.73
C 1.65 0.60 1.28
C -1.06 0.56 -1.22
C -0.52 0.28 0.11
C -1.32 0.30 1.18
H 2.47 -1.07 -0.61
H 1.27 -2.00 0.32
H 2.71 0.65 1.00
H -0.44 1.23 -1.82
H 0.91 -1.45 -1.33
H 1.55 -0.03 2.17
H -2.82 -0.62 -1.18
H -0.94 0.10 2.18
H 1.34 1.62 1.52
H -2.50 0.35 -2.74
H -2.38 0.51 1.10


Verdict on stability: z comes out on top.


## w
18
Properties=species:S:1:pos:R:3 method="wB97M-V/def2-TZVPD" molar_mass_g_mol=97.161 homo_energy_ev=-6.96 lumo_energy_ha=0.0318 total_charge=0
N 2.07 -0.88 -0.72
C -1.05 1.80 -0.86
C -0.50 -1.75 0.86
C 0.79 -0.32 -0.89
C -0.41 0.83 0.09
C -0.25 1.09 1.42
C -0.31 -0.62 -0.11
H 0.66 0.15 -1.86
H 0.44 0.55 2.04
H -1.88 2.31 -0.37
H -1.44 1.29 -1.75
H -0.33 2.55 -1.19
H 2.65 -0.84 -1.54
H -0.92 1.78 1.93
H -0.48 -2.69 0.31
H 2.07 -1.83 -0.38
H -1.41 -1.58 1.42
H 0.30 -1.83 1.60


## x
18
Properties=species:S:1:pos:R:3 method="wB97M-V/def2-TZVPD" molar_mass_g_mol=97.161 homo_energy_ev=-7.81 smiles="C=CC/C(C)=C/N" lumo_energy_ha=0.0371 total_charge=0
N 0.78 -2.74 0.63
C -0.18 0.54 -1.03
C 0.31 -1.73 -0.19
C 0.60 -0.43 -0.18
C -2.09 2.07 -0.71
C -0.97 1.54 -0.22
C 1.46 0.13 0.91
H 1.80 1.16 0.74
H 0.93 0.09 1.87
H -2.20 2.09 -1.79
H 1.18 -2.44 1.51
H -2.71 2.68 -0.07
H -0.61 -1.97 -0.72
H 0.51 1.04 -1.72
H 0.20 -3.55 0.76
H 2.42 -0.36 1.11
H -0.53 1.92 0.71
H -0.90 -0.03 -1.61


Verdict on stability: x comes out on top.


## w
18
Properties=species:S:1:pos:R:3 method="wB97M-V/def2-TZVPD" molar_mass_g_mol=97.161 homo_energy_ev=-7.18 lumo_energy_ha=-0.0164 total_charge=0
N 2.75 0.77 0.35
C -1.64 -0.72 0.47
C 0.69 0.04 -0.84
C -2.84 -0.65 -0.20
C -0.46 0.72 -0.08
C -0.71 0.28 1.22
C 1.87 -0.38 -0.07
H -1.12 1.43 -0.62
H -3.59 0.03 0.20
H 2.44 -1.00 -0.71
H -3.14 -1.53 -0.80
H 2.48 1.10 1.18
H 0.96 0.72 -1.69
H 1.43 -0.88 0.84
H -1.13 -1.65 0.38
H -0.91 1.05 2.03
H 0.16 -0.81 -1.34
H 2.78 1.49 -0.32


## x
18
Properties=species:S:1:pos:R:3 method="wB97M-V/def2-TZVPD" molar_mass_g_mol=97.161 homo_energy_ev=-11.30 smiles=CCC[C@@H](C)C#N lumo_energy_ha=0.0350 total_charge=0
N 1.19 2.70 1.20
C -0.02 0.05 -0.40
C -2.46 -0.16 -0.93
C -1.39 -0.34 0.14
C 2.42 -0.50 0.29
C 1.07 0.12 0.69
C 1.19 1.55 1.03
H -2.50 0.89 -1.25
H -0.10 1.05 -0.85
H 2.27 -1.57 0.13
H 0.30 -0.64 -1.19
H 0.73 -0.40 1.59
H -2.23 -0.77 -1.82
H 2.80 -0.06 -0.64
H 3.18 -0.37 1.06
H -3.45 -0.45 -0.56
H -1.37 -1.38 0.49
H -1.63 0.28 1.02


## y
18
Properties=species:S:1:pos:R:3 method="wB97M-V/def2-TZVPD" molar_mass_g_mol=97.161 homo_energy_ev="-8.24 / -8.24" lumo_energy_ha="-0.0098 / -0.0099" total_charge=0
N 1.42 2.13 1.57
C 0.24 0.37 -0.13
C 0.88 1.55 0.71
C -0.78 -0.40 0.71
C -0.29 -1.74 1.25
C -0.29 1.63 -0.68
C 1.04 -0.36 -1.04
H 0.31 2.17 -1.41
H -1.15 2.12 -0.24
H -0.34 -0.19 -2.00
H -1.63 -0.56 0.03
H 1.42 -1.35 -0.79
H 0.61 -1.63 1.86
H -0.90 0.46 -2.05
H 1.64 0.19 -1.77
H -1.07 -2.20 1.86
H -0.06 -2.43 0.43
H -1.13 0.23 1.53


## z
18
Properties=species:S:1:pos:R:3 method="wB97M-V/def2-TZVPD" molar_mass_g_mol=97.161 homo_energy_ev=-9.22 smiles="C=C/C=C/CCN" lumo_energy_ha=0.0415 total_charge=0
N 0.18 -2.54 0.40
C 1.00 3.10 1.13
C -0.40 1.47 -0.13
C -0.30 -0.76 -1.24
C 0.19 0.26 -0.26
C -0.09 2.33 1.00
C -0.79 -2.02 -0.57
H 0.18 -3.55 0.53
H -1.05 -0.25 -1.86
H -1.70 -1.89 0.02
H 1.13 -2.43 0.06
H 1.82 3.09 0.41
H 0.80 -0.03 0.59
H -0.45 1.98 1.97
H -1.15 1.70 -0.89
H -1.10 -2.78 -1.32
H 1.30 3.38 2.13
H 0.45 -1.06 -1.99


Verdict on stability: x comes out on top.


## w
18
Properties=species:S:1:pos:R:3 method="wB97M-V/def2-TZVPD" molar_mass_g_mol=97.161 homo_energy_ev="-7.36 / -7.06" lumo_energy_ha="0.0263 / 0.0335" total_charge=0
N -0.67 -0.70 -1.46
C -0.50 1.93 1.10
C -0.58 -2.77 0.09
C -0.47 0.67 -1.18
C 1.69 0.59 0.11
C 0.15 0.78 0.27
C -0.51 -1.41 -0.44
H 1.84 -0.35 -0.56
H -1.45 1.22 -1.19
H 1.95 0.45 1.08
H 0.36 1.02 -1.81
H -1.24 -3.48 -0.58
H 0.32 -3.20 0.37
H 2.18 1.39 -0.47
H -1.15 -2.61 1.06
H -0.69 2.64 0.30
H 0.24 2.23 1.86
H -1.48 1.60 1.45


## x
18
Properties=species:S:1:pos:R:3 method="wB97M-V/def2-TZVPD" molar_mass_g_mol=97.161 homo_energy_ev=-9.13 smiles=C1CCN2C[C@H]2C1 lumo_energy_ha=0.0461 total_charge=0
N -0.68 0.75 0.44
C -0.36 -1.55 0.14
C 0.51 1.48 -0.22
C 0.87 0.40 -1.32
C -0.05 -0.95 -1.26
C -0.94 0.55 1.81
C -0.09 -0.42 1.10
H -1.44 -1.79 0.06
H -2.02 0.28 2.06
H 0.99 -0.19 1.30
H 1.35 1.61 0.52
H 0.23 2.49 -0.62
H 1.98 0.08 -1.24
H 0.24 -2.43 0.53
H 0.62 0.83 -2.37
H -0.52 1.09 2.69
H -1.06 -0.65 -1.52
H 0.35 -1.57 -2.10


Verdict on stability: x comes out on top.


## w
18
Properties=species:S:1:pos:R:3 method="wB97M-V/def2-TZVPD" molar_mass_g_mol=97.161 homo_energy_ev=-8.06 lumo_energy_ha=0.0385 total_charge=0
N 2.41 0.92 -0.21
C -0.81 0.73 0.07
C 0.07 -1.21 1.44
C 1.33 1.84 -0.78
C -1.29 -0.25 -1.06
C 1.74 0.80 -1.42
C -0.26 0.18 1.14
H -0.77 -1.23 -1.36
H 1.87 0.27 0.41
H -1.35 0.23 -2.08
H -0.30 -1.48 2.48
H -0.13 0.89 2.07
H -0.65 1.76 -0.23
H -2.30 -0.62 -1.06
H 1.21 -1.40 1.48
H 1.82 0.26 -2.40
H -0.29 -1.98 0.70
H 0.98 2.92 -0.67


## x
18
Properties=species:S:1:pos:R:3 method="wB97M-V/def2-TZVPD" molar_mass_g_mol=97.161 homo_energy_ev=-8.17 smiles="CCN=C=C(C)C" lumo_energy_ha=0.0358 total_charge=0
N 0.81 1.09 1.19
C 2.15 -0.77 0.09
C 2.13 0.48 0.96
C -2.14 -0.80 0.42
C -1.22 0.27 -0.10
C -0.17 0.67 0.58
C -1.51 0.89 -1.44
H 1.53 -1.56 0.53
H -1.53 0.12 -2.23
H 2.75 1.27 0.51
H -2.49 1.38 -1.44
H -1.80 -1.21 1.38
H 1.77 -0.56 -0.91
H -3.16 -0.40 0.57
H 2.56 0.27 1.95
H -0.75 1.63 -1.72
H 3.17 -1.14 0.00
H -2.22 -1.63 -0.29


Verdict on stability: x comes out on top.


## w
11
Properties=species:S:1:pos:R:3 method="wB97M-V/def2-TZVPD" molar_mass_g_mol=130.977 homo_energy_ev=-11.17 smiles=CCC(F)(Cl)Cl lumo_energy_ha=0.0272 total_charge=0
Cl -1.33 0.52 -1.59
Cl 1.62 0.62 -1.99
F 0.26 -1.38 -1.85
C 0.32 -0.45 0.24
C 0.32 -0.16 -1.24
C -0.44 0.57 1.31
H -1.18 -0.12 1.81
H 1.43 -0.72 0.56
H 0.34 1.17 1.83
H -0.24 -1.42 0.04
H -1.11 1.38 0.89


## x
11
Properties=species:S:1:pos:R:3 method="wB97M-V/def2-TZVPD" molar_mass_g_mol=130.977 homo_energy_ev=-10.93 smiles=C[C@@H](F)C(Cl)Cl lumo_energy_ha=0.0312 total_charge=0
Cl 0.73 0.72 -2.35
Cl 2.19 0.63 0.11
F -1.66 0.04 -0.79
C -0.37 -0.21 -0.25
C 0.63 0.93 -0.71
C -0.42 -0.64 1.18
H 0.57 -1.08 1.29
H -1.24 -1.36 1.23
H 0.17 1.82 -0.61
H -0.03 -1.06 -0.89
H -0.56 0.22 1.80


Verdict on stability: x comes out on top.